1.
50
Properties=species:S:1:pos:R:3:nbo_charge:R:1 method="wB97M-V/def2-TZVPD" lumo_ev=2.380 fmax_ev_per_a=2.2 e_above_lowest_kcal_mol=0.00 charge=-1 gap_ev=7.02
O -3.314 4.697 -3.955 -0.26
N -3.932 3.871 -3.415 0.41
O -3.068 2.808 -2.935 -0.46
C -3.255 2.342 -1.602 0.57
Br -4.796 3.376 -0.695 -0.19
C -3.663 0.863 -1.444 -0.14
O -3.574 0.725 -0.037 -0.73
B -2.383 1.567 0.315 0.62
C -1.047 0.784 0.898 -0.71
C -1.561 -0.481 1.561 -0.47
C -0.561 -1.220 2.433 0.66
F -1.145 -1.782 3.531 -0.34
F 0.391 -0.372 2.918 -0.33
C 0.245 -2.323 1.720 0.57
F 0.953 -1.764 0.714 -0.32
F 1.148 -2.825 2.598 -0.31
C -0.589 -3.534 1.186 0.59
F -1.907 -3.369 1.443 -0.30
F -0.209 -4.674 1.809 -0.30
C -0.478 -3.752 -0.352 0.58
F -1.392 -4.699 -0.661 -0.30
F -0.835 -2.632 -1.004 -0.29
C 0.921 -4.268 -0.832 0.55
F 1.841 -4.210 0.141 -0.29
F 0.792 -5.563 -1.194 -0.30
C 1.477 -3.534 -2.080 0.93
F 2.711 -4.038 -2.327 -0.31
F 0.696 -3.783 -3.152 -0.30
F 1.596 -2.214 -1.881 -0.29
O -2.149 2.433 -0.905 -0.66
H -2.823 0.286 -1.841 0.16
H -4.645 0.582 -1.795 0.18
H -2.735 2.287 1.255 -0.13
H -0.590 1.468 1.588 0.24
H -0.408 0.556 0.038 0.19
H -2.395 -0.207 2.201 0.24
H -1.952 -1.131 0.792 0.23
C 4.922 2.302 0.627 -0.62
C 3.433 2.103 0.482 0.06
C 2.797 2.872 -0.656 -0.09
O 1.472 3.091 -0.176 -0.48
C 1.513 3.076 1.178 0.97
O 0.625 3.400 1.886 -0.55
O 2.728 2.634 1.613 -0.50
H 5.434 2.078 -0.309 0.21
H 5.143 3.330 0.919 0.22
H 5.323 1.651 1.404 0.22
H 3.196 1.038 0.410 0.19
H 2.772 2.314 -1.589 0.20
H 3.276 3.841 -0.826 0.17

---

2.
54
Properties=species:S:1:pos:R:3:nbo_charge:R:1 method="wB97M-V/def2-TZVPD" lumo_ev="3.089 / 1.925" spin_multiplicity=2 fmax_ev_per_a=0.8 e_above_lowest_kcal_mol=30.52 charge=-2 s2=0.770 gap_ev="5.85 / 4.68"
Co -0.612 0.590 -0.141 1.20
N 1.147 -0.241 0.086 -0.77
C 1.669 0.376 1.320 -0.24
C 0.592 0.164 2.369 -0.24
N -0.733 0.408 1.755 -0.61
C -1.668 1.400 2.329 -0.25
C -2.035 2.422 1.267 -0.24
N -2.237 1.662 0.013 -0.78
H 1.827 -0.204 -0.665 0.39
H 0.993 -1.245 0.283 0.48
H 2.623 -0.055 1.628 0.21
H 1.801 1.443 1.135 0.19
H 0.603 -0.886 2.666 0.25
H 0.758 0.784 3.254 0.18
H -1.297 -0.563 1.963 0.50
H -2.565 0.833 2.587 0.26
H -1.272 1.866 3.235 0.18
H -2.926 2.992 1.548 0.18
H -1.212 3.114 1.092 0.20
H -3.045 1.019 0.091 0.47
H -2.382 2.283 -0.775 0.38
Br 2.490 5.668 -3.872 0.09
C 1.567 4.115 -3.327 -0.14
C 1.100 3.189 -4.311 -0.14
Br 1.412 3.533 -6.140 0.09
C 0.428 2.055 -3.940 -0.21
Br -0.222 0.782 -5.149 0.13
C 0.178 1.777 -2.555 0.38
O -0.432 0.764 -2.153 -0.53
C 0.656 2.724 -1.548 0.32
O 0.423 2.460 -0.342 -0.63
C 1.351 3.888 -1.991 -0.19
Br 1.933 5.059 -0.636 0.08
F 2.419 -5.382 -1.770 -0.35
C 2.119 -4.140 -1.313 0.94
F 0.935 -3.809 -1.828 -0.31
F 3.026 -3.310 -1.869 -0.34
C 2.130 -3.992 0.256 0.06
O 2.145 -2.728 0.609 -0.88
C 3.430 -4.713 0.789 0.94
F 3.607 -4.475 2.096 -0.33
F 3.481 -6.058 0.640 -0.34
F 4.523 -4.229 0.163 -0.34
C 0.878 -4.749 0.826 0.94
F 0.929 -4.781 2.168 -0.33
F -0.270 -4.182 0.483 -0.30
F 0.812 -6.047 0.412 -0.35
F -2.850 -2.974 -1.479 -0.71
Te -3.117 -1.847 0.104 2.57
F -3.772 -0.192 1.183 -0.76
F -5.058 -2.464 0.074 -0.76
F -3.834 -0.642 -1.229 -0.69
F -1.664 -1.678 2.474 -0.79
O -1.417 -0.979 -0.388 -1.09

---

3.
34
Properties=species:S:1:pos:R:3:mulliken_charge:R:1 method="wB97M-V/def2-TZVPD" lumo_ev="-9.827 / -9.819" fmax_ev_per_a=4.2 charge=+2 gap_ev="5.76 / 5.77"
Cl -2.902 0.230 -2.717 -0.32
C 0.617 -2.506 -2.845 -0.52
C 1.788 -1.755 -2.497 -0.46
C 1.689 -0.458 -3.094 -0.69
H 2.631 -2.127 -1.905 0.52
C 0.474 -0.424 -3.844 0.70
C -0.184 -1.693 -3.718 -0.55
H -1.217 -1.899 -4.023 0.62
H 0.394 -3.526 -2.506 0.52
H 2.477 0.284 -3.150 0.57
C -0.128 0.786 -4.396 -1.06
Ce -0.353 -0.492 -1.535 0.93
C 0.320 -2.712 0.366 0.24
C -2.766 -1.272 -1.010 0.38
O 0.335 -3.201 1.402 -0.10
O -3.731 -1.639 -0.477 -0.16
H 0.194 1.674 -3.858 0.36
H -1.213 0.736 -4.295 0.34
H 0.072 0.963 -5.439 0.37
N 1.105 2.236 5.480 -0.28
C -0.102 1.848 4.968 0.33
O -1.126 1.940 5.609 -0.55
C -0.064 1.336 3.567 0.89
C 1.055 1.277 2.724 -0.74
C 0.950 0.766 1.427 -0.36
N -0.238 0.347 0.892 -0.09
C -1.340 0.412 1.707 -0.04
C -1.267 0.894 3.012 -0.74
H 1.138 2.553 6.428 0.25
H 1.997 2.151 5.012 0.13
H 2.031 1.607 3.053 0.30
H 1.839 0.694 0.787 0.43
H -2.291 0.060 1.283 0.31
H -2.182 0.912 3.591 0.49

---

4.
37
Properties=species:S:1:pos:R:3:nbo_charge:R:1 method="wB97M-V/def2-TZVPD" lumo_ev="-15.442 / -15.398" spin_multiplicity=4 fmax_ev_per_a=6.8 charge=+4 s2=3.754 gap_ev="3.86 / 3.90"
I -4.423 -1.471 -1.593 0.00
I -5.292 -2.168 0.788 0.12
Lu -0.801 -0.274 1.908 1.85
Nd -0.426 1.507 -1.170 1.57
S -0.293 -1.127 -0.436 -0.50
C 2.109 1.663 -0.734 0.47
C 1.197 3.086 -2.678 0.48
C 0.900 -2.726 -0.493 0.14
C 0.144 -3.800 0.281 -0.67
C 2.242 -2.361 0.132 -0.66
C 1.035 -3.077 -1.973 -0.68
C -0.007 0.200 4.154 0.41
C 1.419 0.443 2.098 0.42
O 1.889 3.654 -3.403 -0.24
O 3.260 1.597 -0.672 -0.27
O 0.273 0.437 5.249 -0.20
O 2.480 0.830 2.372 -0.29
H 0.643 -4.770 0.155 0.30
H -0.890 -3.889 -0.076 0.25
H 0.107 -3.584 1.358 0.20
H 2.927 -3.222 0.049 0.31
H 2.153 -2.106 1.197 0.19
H 2.708 -1.506 -0.379 0.22
H 1.589 -4.020 -2.097 0.30
H 1.575 -2.298 -2.528 0.23
H 0.048 -3.204 -2.438 0.25
F -2.081 4.662 -1.630 -0.23
C -1.804 3.744 -0.625 0.42
C -2.664 2.649 -0.455 -0.28
C -2.336 1.657 0.517 -0.26
C -1.112 1.804 1.231 -0.63
C -0.243 2.878 1.002 -0.21
C -0.569 3.841 0.025 -0.27
H -3.563 2.552 -1.073 0.34
H -3.017 0.798 0.655 0.30
H 0.704 2.966 1.529 0.28
H 0.123 4.638 -0.247 0.33